DFT (wB97M-V/def2-TZVPD) results for a 12-piece molecular cluster, C22H51N7O29 overall in a non-equilibrium geometry.

Geometry (Å):
C: -0.10371 1.98047 -4.53710
N: -1.61323 1.90451 -4.86051
O: -2.03812 2.05966 -5.98631
O: -2.31662 1.73089 -3.88448
H: 0.47104 1.72717 -5.42794
H: 0.18653 1.46000 -3.62443
H: 0.08323 3.02294 -4.27937
C: -3.00276 1.05516 2.99734
N: -3.39382 1.38950 4.39323
O: -3.97712 2.41866 4.51853
O: -3.09196 0.63661 5.27745
H: -3.23060 0.05866 2.61896
H: -1.95424 1.33978 3.08517
H: -3.58474 1.66045 2.30235
C: 0.58982 -0.68723 7.43559
N: 0.52659 -0.31980 5.98728
O: 0.07845 -1.08028 5.15550
O: 0.91443 0.76658 5.65692
H: 1.04031 -1.67861 7.38742
H: -0.41213 -0.68806 7.86477
H: 1.38055 -0.09808 7.90007
C: -5.56353 2.73409 -3.13146
N: -5.18686 2.11942 -1.74493
O: -4.10292 1.60682 -1.55383
O: -6.09651 2.17918 -0.86585
H: -4.66272 3.19985 -3.53110
H: -6.34362 3.49490 -3.10438
H: -5.68926 1.88851 -3.80769
C: -1.42059 -3.46340 2.02932
N: 0.04396 -3.89767 1.83471
O: 0.52483 -3.97511 0.64821
O: 0.73909 -4.08402 2.85840
H: -1.74437 -2.92539 1.13836
H: -1.31305 -2.84132 2.91789
H: -1.99855 -4.37195 2.19846
C: 5.32643 3.73659 2.67613
N: 4.06714 3.27747 3.31244
O: 3.32411 2.56571 2.73531
O: 3.91270 3.55039 4.49931
H: 5.37931 3.32821 1.66690
H: 6.18184 3.36685 3.24152
H: 5.44665 4.81960 2.64901
C: 3.57008 -0.47828 -1.01176
N: 3.45405 -0.96894 -2.39136
O: 2.80650 -0.32338 -3.23798
O: 4.00587 -2.05988 -2.62998
H: 3.19742 -1.29283 -0.39069
H: 3.05758 0.47409 -0.87595
H: 4.62266 -0.38597 -0.74408
C: -0.86072 6.69310 -2.21131
O: -0.09154 6.03834 -1.27959
C: 0.47751 4.88508 -1.43599
O: 0.56858 4.29933 -2.46671
O: 0.98961 4.48641 -0.25065
C: 1.61183 3.22270 -0.11066
H: -0.26895 7.22996 -2.95273
H: -1.52150 7.39454 -1.70195
H: -1.48915 5.97816 -2.74238
H: 2.55927 3.17825 -0.64776
H: 0.93029 2.46416 -0.49567
H: 1.65273 3.02516 0.96051
C: -5.39478 -4.95325 -3.72720
O: -5.59104 -4.02971 -2.67925
C: -4.61773 -3.54110 -1.99140
O: -3.39616 -3.61706 -2.22274
O: -5.13012 -2.83829 -1.04967
C: -4.23991 -1.88923 -0.30279
H: -4.53373 -4.65178 -4.32370
H: -6.13160 -4.85714 -4.52467
H: -5.35587 -5.98224 -3.36976
H: -3.77017 -2.58500 0.39244
H: -4.84834 -1.17961 0.25789
H: -3.48821 -1.35027 -0.87947
C: -2.91806 -1.57806 -4.77728
O: -1.78637 -1.20507 -5.42763
C: -0.66638 -1.83934 -5.08727
O: -0.48747 -2.40845 -4.02038
O: 0.31247 -1.52973 -6.02779
C: 1.55920 -2.18874 -5.90465
H: -2.80723 -1.83683 -3.72426
H: -3.33251 -2.46857 -5.24986
H: -3.71713 -0.83971 -4.84385
H: 2.36943 -1.84820 -6.54938
H: 1.52138 -3.27773 -5.93221
H: 1.93145 -1.93427 -4.91229
C: 3.54581 -1.63191 3.62647
O: 4.84291 -1.19337 3.93736
C: 5.79901 -2.11833 4.30378
O: 5.58497 -3.32092 4.57138
O: 6.95166 -1.46858 4.36690
C: 8.09782 -1.93905 5.01457
H: 3.02742 -0.80233 3.14567
H: 3.06454 -1.80160 4.58964
H: 3.59938 -2.53780 3.02267
H: 7.94713 -2.00077 6.09233
H: 8.91178 -1.21581 4.96471
H: 8.54458 -2.79606 4.51055
C: 0.75760 0.09423 2.55670
O: 0.76096 0.25055 1.24214
C: -0.28534 -0.12650 0.46277
O: -1.41621 -0.33755 0.84599
O: 0.19545 -0.21427 -0.83389
C: -0.77250 -0.39414 -1.89188
H: 0.00314 0.83588 2.81908
H: 1.52836 0.52590 3.19520
H: 0.39207 -0.90563 2.79073
H: -1.59060 0.32141 -1.80939
H: -1.21601 -1.38247 -1.77104
H: -0.40278 -0.23870 -2.90541

HOMO energy (alpha / beta) (eV): -12.0 / -12.0
DFT total energy (eV): -93415.390
Lowest unoccupied orbital energy (alpha / beta) (eV): -3.387 / -9.841
HOMO-LUMO gap (alpha / beta) (eV): 8.6 / 2.2
Maximum force (eV/Å): 6.7
Charge: +1
Multiplicity: 2